Record 1
A cluster of 2 separate species, FHIN in total. Source: the Open Molecules 2025 dataset; level of theory: ωB97M-V/def2-TZVPD.

```
4
Properties=species:S:1:pos:R:3:forces:R:3:mulliken_charge:R:1
N 0.02807 0.20003 0.47692 -1.9 -2.3 0.9 -0.23
F -0.16879 1.30000 -0.21193 0.7 1.6 -1.2 -0.06
I 1.70402 -0.95388 -0.09712 -0.4 0.5 -0.3 0.15
H -1.56330 -0.54615 -0.16786 1.6 0.3 0.7 0.13
```
Forces are in eV/Å.

The value obtained for the relative energy (zero: lowest compared OMol25 entry of this formula, charge and spin) is 3.3591 eV. As for the total energy: -12318.0246 eV. The net charge is 0. For the HOMO energy (spin up / spin down), the calculation gives -9.656 / -9.676 eV. The HOMO-LUMO gap (spin up / spin down) comes out at 8.510 / 8.470 eV.

=====

Record 2
A cluster of 2 separate species, FHN2O in total. Source: the Open Molecules 2025 dataset; level of theory: ωB97M-V/def2-TZVPD.

```
5
Properties=species:S:1:pos:R:3:forces:R:3:mulliken_charge:R:1
N -0.37556 1.10161 -0.24985 -0.8 -0.3 -0.3 0.85
N -0.37280 0.02500 -0.01024 -0.2 -0.8 0.0 -0.37
O -0.51302 2.20404 -0.55908 0.2 2.5 -0.4 -0.52
F 0.66934 -1.81560 0.87178 0.6 -0.5 -1.8 -0.42
H 0.59204 -1.51505 -0.05261 0.2 -0.9 2.5 0.46
```
Forces are in eV/Å.

Its SMILES is N#[N+][O-].F. The value obtained for the relative energy (zero: lowest compared OMol25 entry of this formula, charge and spin) is 0.4515 eV. As for the total energy: -7759.0696 eV. The net charge is 0. For the HOMO energy, the calculation gives -12.349 eV. The HOMO-LUMO gap comes out at 13.238 eV.

=====

Record 3
A cluster of 2 separate species, FHNO in total. Source: the Open Molecules 2025 dataset; level of theory: ωB97M-V/def2-TZVPD.

```
4
Properties=species:S:1:pos:R:3:forces:R:3:mulliken_charge:R:1
N -1.93666 0.17721 0.41118 1.8 0.1 2.2 -0.04
O -2.40246 1.04127 -0.24706 -1.1 1.3 -1.5 -0.48
F -2.43905 -1.26148 -0.05899 -0.8 -1.4 -0.7 -0.47
H 0.61742 0.25558 0.24655 0.1 0.0 0.0 -0.01
```
Forces are in eV/Å.

The expectation value of S² is 2.0045. The value obtained for the relative energy (zero: lowest compared OMol25 entry of this formula, charge and spin) is 0.0000 eV. As for the total energy: -6266.5181 eV. The net charge is -1. The spin multiplicity is 3. For the HOMO energy (spin up / spin down), the calculation gives -0.947 / -3.797 eV. The HOMO-LUMO gap (spin up / spin down) comes out at 6.710 / 8.302 eV.